A cluster of 2 separate species, CH4FNO4S2 in total. Source: the Open Molecules 2025 dataset; level of theory: ωB97M-V/def2-TZVPD.

Structure (XYZ):
```
13
Properties=species:S:1:pos:R:3:mulliken_charge:R:1
C 2.637 -1.313 0.636 -0.3239
N -2.799 0.419 -0.711 -0.4780
O -1.043 -1.725 -0.109 -0.5354
O 0.172 -0.350 -1.776 -0.5123
O -1.892 0.640 1.522 -0.5472
O -0.945 2.081 -0.222 -0.5178
F 2.986 -0.260 1.448 -0.1963
S -0.001 -0.692 -0.300 0.8461
S -1.472 0.809 0.142 0.9615
H 2.649 -1.100 -0.414 0.3636
H 2.029 -1.963 1.231 0.3179
H -3.063 -0.563 -0.444 0.3346
H -2.746 0.494 -1.670 0.2872
```

Relative energy (zero: lowest compared OMol25 entry of this formula, charge and spin) (kcal/mol): 58.1
2S+1: 1
Strongest force on any atom (eV/A): 5.08
Total energy (eV): -35164.52189

***

The molecule CH4FNP2. Source: the Open Molecules 2025 dataset; level of theory: ωB97M-V/def2-TZVPD.

Structure (XYZ):
```
9
Properties=species:S:1:pos:R:3:mulliken_charge:R:1
H 2.547 -0.665 -0.351 0.2415
N 1.606 -1.077 -0.250 -0.4741
C 0.753 -0.718 0.562 -0.1184
P -0.841 -1.653 0.816 0.2026
F -0.496 -2.948 -0.120 -0.2790
P -1.905 -0.514 -0.707 -0.1235
H 0.806 0.094 1.306 0.3816
H -2.643 -1.767 -0.740 0.0946
H -2.561 -0.053 0.398 0.0746
```

Relative energy (zero: lowest compared OMol25 entry of this formula, charge and spin) (kcal/mol): 26.7
2S+1: 1
Strongest force on any atom (eV/A): 2.53
SMILES string: [H]/N=C/P(F)#[PH2]
Total energy (eV): -23885.84516